This record from the Open Molecules 2025 dataset describes a structure of composition C51H43AlAs2BrO2P. The level of theory is ωB97M-V with the def2-TZVPD basis set.

Charge   +2
Highest occupied orbital energy   -13.0 eV
Energy relative to the best compared isomer or geometry (same formula, charge and spin)   54.8 kcal per mole
E_LUMO   -5.97 eV
Orbital gap   7.038 eV

Each line ends with the Mulliken charge.
Positions of all 101 atoms, in Å:
Al  0.0192  -0.3794  -1.0985  -0.699
C  -0.1801  -2.8102  0.4158  -0.276
C  -1.2961  -3.0607  -0.6230  -0.849
As  -2.2344  -1.3630  -0.8253  0.796
C  -3.1841  -1.1771  0.7935  0.731
C  -3.8798  -2.2766  1.2837  -0.175
C  -4.5523  -2.1536  2.4885  -0.961
C  -4.5067  -0.9562  3.1965  -0.606
C  -3.8098  0.1342  2.6933  -0.787
C  -3.1464  0.0302  1.4784  -0.583
C  -3.4570  -1.3470  -2.2731  0.790
C  -3.1821  -0.5730  -3.3973  -0.330
C  -4.0843  -0.5419  -4.4509  -0.635
C  -5.2618  -1.2745  -4.3680  -0.626
C  -5.5510  -2.0126  -3.2257  -0.813
C  -4.6538  -2.0471  -2.1695  -0.577
As  -0.7030  -2.7801  2.3615  0.319
C  0.8652  -1.8607  3.0450  -0.364
C  0.8036  -1.5284  4.3992  -0.737
C  1.8567  -0.8640  5.0121  -0.743
C  2.9770  -0.5026  4.2726  -0.702
C  3.0434  -0.8180  2.9238  -0.619
C  1.9963  -1.5044  2.3133  1.495
C  -0.1965  -4.6324  2.6409  0.172
C  1.1264  -5.0449  2.8031  -0.276
C  1.4172  -6.3992  2.9171  -0.786
C  0.3956  -7.3432  2.8645  -0.536
C  -0.9214  -6.9347  2.7061  -0.653
C  -1.2172  -5.5793  2.5983  -0.108
H  0.3052  -1.8186  0.2667  -0.530
H  0.6300  -3.5244  0.3147  0.974
H  -1.9528  -3.8725  -0.3173  0.875
H  -0.9036  -3.3152  -1.6069  0.508
H  -3.8982  -3.2209  0.7566  0.364
H  -5.1101  -2.9954  2.8791  0.434
H  -5.0196  -0.8743  4.1470  0.437
H  -3.7816  1.0658  3.2438  0.467
H  -2.6024  0.8801  1.0857  0.385
H  -2.2980  0.0465  -3.4469  0.369
H  -3.8786  0.0675  -5.3232  0.451
H  -5.9673  -1.2559  -5.1898  0.419
H  -6.4853  -2.5520  -3.1490  0.452
H  -4.9002  -2.6098  -1.2809  0.371
H  -0.0706  -1.7849  4.9840  0.446
H  1.7983  -0.6178  6.0652  0.429
H  3.7962  0.0226  4.7500  0.433
H  3.9101  -0.5323  2.3394  0.419
H  2.1033  -1.7612  1.2713  -0.160
H  1.9260  -4.3142  2.8651  0.428
H  2.4433  -6.7214  3.0590  0.447
H  0.6263  -8.3975  2.9617  0.396
H  -1.7184  -7.6678  2.6790  0.421
H  -2.2502  -5.2638  2.5029  0.429
Br  1.0197  6.6787  3.5059  -0.126
C  1.1135  5.1230  2.4724  0.068
C  -0.0200  4.6881  1.7997  -0.801
C  0.0482  3.5231  1.0537  -0.230
C  1.2409  2.8144  0.9766  0.152
C  2.3730  3.2689  1.6437  -0.350
C  2.3128  4.4275  2.3995  -0.746
C  1.3513  1.5635  0.2030  0.955
O  2.3660  0.9497  -0.0198  -0.465
O  0.1606  1.0854  -0.2656  0.537
H  -0.9388  5.2555  1.8610  0.467
H  -0.8264  3.1722  0.5239  0.476
H  3.2944  2.7041  1.5723  0.435
H  3.1849  4.7901  2.9277  0.449
C  0.0715  -3.8401  -5.8532  -0.671
C  -0.6683  -2.7925  -5.3182  -0.697
C  -0.1480  -2.0621  -4.2616  -0.205
C  1.1011  -2.3747  -3.7282  0.682
C  1.8442  -3.4217  -4.2744  -0.608
C  1.3242  -4.1483  -5.3369  -0.730
P  1.7722  -1.3411  -2.4248  2.394
C  2.9219  -2.2906  -1.4493  0.914
C  2.6899  -3.6439  -1.1838  -0.884
C  3.5520  -4.3380  -0.3512  -0.558
C  4.6481  -3.6874  0.2095  -0.680
C  4.8876  -2.3462  -0.0624  -0.809
C  4.0187  -1.6362  -0.8811  -1.157
C  2.6345  0.0363  -3.1808  0.561
C  3.8244  -0.2188  -3.8661  -0.281
C  4.4883  0.8190  -4.4967  -0.797
C  3.9723  2.1114  -4.4488  -0.590
C  2.7843  2.3684  -3.7827  -0.925
C  2.1156  1.3292  -3.1490  -0.415
H  -0.3293  -4.4193  -6.6770  0.433
H  -1.6440  -2.5479  -5.7204  0.521
H  -0.7168  -1.2334  -3.8733  0.143
H  2.8239  -3.6694  -3.8830  0.417
H  1.9017  -4.9595  -5.7625  0.459
H  1.8544  -4.1625  -1.6404  0.422
H  3.3712  -5.3858  -0.1425  0.489
H  5.3237  -4.2339  0.8590  0.454
H  5.7521  -1.8503  0.3628  0.521
H  4.1949  -0.5843  -1.0748  0.317
H  4.2313  -1.2232  -3.9110  0.428
H  5.4105  0.6227  -5.0286  0.460
H  4.5028  2.9214  -4.9358  0.432
H  2.3834  3.3736  -3.7473  0.474
H  1.1912  1.5559  -2.6362  0.144

---

This record from the Open Molecules 2025 dataset describes a structure of composition C51H43BrClF3N4O3Sn. The level of theory is ωB97M-V with the def2-TZVPD basis set.

Charge   -2
Highest occupied orbital energy   -0.3 eV
E_LUMO   4.01 eV
Orbital gap   4.324 eV

Each line ends with the Mulliken charge.
Positions of all 107 atoms, in Å:
Sn  0.1945  -0.0305  0.5616  0.974
O  -0.4525  1.7799  -0.8485  -0.024
C  0.2007  2.2578  -1.9492  2.555
C  1.3493  1.3143  -2.4077  -1.277
C  0.8094  0.0282  -2.9449  0.051
C  0.9509  -0.2468  -4.3021  -0.596
C  0.5070  -1.4582  -4.7949  -1.325
C  -0.1265  -2.3255  -3.9281  -0.936
C  -0.2830  -1.9639  -2.5879  0.185
C  -1.1334  -2.8889  -1.7529  -2.468
C  -1.0610  -2.8731  -0.2088  1.930
O  -1.3376  -1.6240  0.2857  -0.527
C  0.2233  -3.4707  0.3788  -0.166
C  0.3530  -3.4087  1.7661  -0.102
C  1.4103  -4.0158  2.4172  -0.814
C  2.3701  -4.7042  1.6838  -0.694
C  2.2643  -4.7480  0.3043  -0.672
C  1.1971  -4.1406  -0.3464  0.060
C  -2.1887  -3.8578  0.2197  0.310
C  -3.3563  -3.3602  0.7843  -0.152
C  -4.3918  -4.2081  1.1526  -0.933
C  -4.2725  -5.5773  0.9673  -0.571
C  -3.1045  -6.0871  0.4158  -1.053
C  -2.0733  -5.2359  0.0472  -0.304
N  0.1911  -0.8168  -2.1156  2.016
C  0.7203  3.6748  -1.6378  -0.640
C  -0.2396  4.6028  -1.2305  -0.220
C  0.1114  5.8932  -0.8809  -0.734
C  1.4436  6.2887  -0.9386  -0.715
C  2.4028  5.3812  -1.3529  -0.629
C  2.0458  4.0793  -1.6939  0.157
C  -0.7460  2.4062  -3.1613  -0.349
C  -0.4088  3.1993  -4.2567  -0.496
C  -1.2680  3.3150  -5.3391  -0.853
C  -2.4786  2.6343  -5.3423  -0.596
C  -2.8189  1.8409  -4.2561  -0.916
C  -1.9574  1.7285  -3.1735  0.085
H  1.9642  1.1200  -1.5262  -0.451
H  1.9477  1.7935  -3.1844  0.925
H  1.4363  0.4734  -4.9478  0.444
H  0.6586  -1.7252  -5.8346  0.372
H  -0.5161  -3.2731  -4.2798  0.441
H  -1.0045  -3.9093  -2.1233  0.565
H  -2.1687  -2.6026  -1.9733  0.716
H  -0.3989  -2.8665  2.3240  0.319
H  1.4836  -3.9527  3.4967  0.412
H  3.1915  -5.2046  2.1832  0.327
H  3.0281  -5.2525  -0.2757  0.397
H  1.1475  -4.1801  -1.4273  0.181
H  -3.4208  -2.2954  0.9578  0.106
H  -5.2939  -3.7957  1.5899  0.405
H  -5.0695  -6.2466  1.2709  0.363
H  -2.9950  -7.1572  0.2766  0.394
H  -1.1570  -5.6497  -0.3584  0.406
H  -1.2711  4.2764  -1.1706  0.401
H  -0.6531  6.5925  -0.5626  0.393
H  1.7264  7.2950  -0.6508  0.376
H  3.4401  5.6936  -1.4172  0.461
H  2.8159  3.3766  -1.9846  0.346
H  0.5278  3.7457  -4.2562  0.356
H  -0.9966  3.9424  -6.1813  0.402
H  -3.1525  2.7293  -6.1864  0.370
H  -3.7641  1.3095  -4.2574  0.445
H  -2.2045  1.1243  -2.3081  0.151
O  -5.5477  3.4830  0.5744  -0.636
C  -4.4104  2.7505  0.7466  0.645
C  -4.3546  1.3912  0.4661  -0.627
C  -3.1525  0.7330  0.6435  -0.179
N  -2.0559  1.3412  1.0863  1.483
C  -2.1343  2.6203  1.3649  -0.142
Br  -0.5819  3.4470  2.0369  -0.067
C  -3.2718  3.3920  1.2078  -1.115
H  -6.2489  2.8876  0.2943  0.323
H  -5.2370  0.8676  0.1157  0.327
H  -3.0179  -0.3188  0.4204  -0.629
H  -3.2893  4.4477  1.4352  0.495
N  6.6521  2.2695  0.0849  -0.681
C  5.4030  1.9676  0.6370  1.132
C  5.1488  0.7231  1.1995  -0.576
C  3.8886  0.4653  1.7019  -0.447
N  2.8951  1.3487  1.7057  -0.221
C  3.1590  2.5572  1.2201  -0.331
C  4.3868  2.9179  0.6897  -0.754
H  7.1290  1.4571  -0.2741  0.228
H  6.6209  3.0159  -0.5910  0.220
H  5.8954  -0.0605  1.1867  0.279
H  3.6510  -0.5153  2.0954  0.398
H  2.3377  3.2661  1.2463  0.213
H  4.5323  3.9140  0.2885  0.414
F  2.7906  -2.1204  -1.8843  -0.273
C  3.0022  -1.2826  -0.7688  0.156
F  3.9173  -2.0764  -0.0317  -0.286
F  3.9018  -0.3364  -1.3498  -0.298
Cl  -6.4144  0.1588  4.4301  -0.352
C  -4.6677  0.0941  4.1984  0.245
C  -4.0632  -1.0964  3.8073  -0.603
C  -2.7015  -1.1415  3.6145  -0.226
C  -1.8539  -0.0018  3.7902  1.223
C  -0.4834  -0.0380  3.4991  -2.144
C  -2.5299  1.1743  4.2471  -0.558
C  -3.8959  1.2278  4.4240  -0.589
H  -4.6695  -1.9845  3.6667  0.510
H  -2.2487  -2.0721  3.2932  0.185
H  0.0062  -1.0083  3.5224  0.573
H  0.1317  0.7835  3.8552  0.248
H  -1.9433  2.0611  4.4572  0.450
H  -4.3733  2.1448  4.7513  0.404